P:
This record from the OMol25 dataset describes a 2-piece molecular cluster, H5O2 overall. The level of theory is wB97M-V/def2-TZVPD.

Calculated values
Highest occupied orbital energy   -0.6760 Ha
Total charge   +1
HOMO-LUMO gap   13.642 eV

Structure (XYZ):
```
7
Properties=species:S:1:pos:R:3:nbo_charge:R:1
O 1.29792 0.35055 -0.06319 -0.7447
O -1.05798 -0.46348 0.33304 -0.9677
H -1.83395 -0.59131 -0.22843 0.5448
H -1.04972 -0.74228 1.25181 0.5412
H 0.29463 -0.04461 -0.16316 0.5374
H 1.49011 0.24452 -1.03144 0.5450
H 0.85900 1.24661 -0.09864 0.5440
```



Q:
This record from the OMol25 dataset describes a 2-piece molecular cluster, H5O2 overall. The level of theory is wB97M-V/def2-TZVPD.

Calculated values
Highest occupied orbital energy   -0.6864 Ha
Total charge   +1
HOMO-LUMO gap   13.903 eV

Structure (XYZ):
```
7
Properties=species:S:1:pos:R:3:nbo_charge:R:1
O -0.13174 -1.17858 0.08518 -0.9414
O 0.07344 1.27034 -0.02435 -0.8379
H 0.05325 1.30912 -1.11214 0.5736
H 1.09005 1.46145 0.28864 0.5723
H -0.13003 0.18179 0.23683 0.5614
H -0.88555 -1.67428 0.36626 0.5195
H 0.33866 -2.01210 -0.26631 0.5524
```



Q: Which of them is the least stable? A: Q.



P:
This record from the OMol25 dataset describes CH2P2S3 as an isolated structure. The level of theory is wB97M-V/def2-TZVPD.

Calculated values
Highest occupied orbital energy (spin up / spin down)   -0.3223 / -0.3223 Ha
HOMO-LUMO gap (spin up / spin down)   8.121 / 8.121 eV

Structure (XYZ):
```
8
Properties=species:S:1:pos:R:3:nbo_charge:R:1
C -0.90383 -0.40998 0.00991 -0.9947
P 0.25739 -0.42138 1.43747 0.6650
P 0.31114 -0.42429 -1.44375 0.6202
S 1.43231 -1.58939 -0.03424 -0.3327
S 1.13333 1.57681 1.04027 -0.1862
S 1.18958 1.43182 -1.05667 -0.1811
H -1.54716 -1.41512 -0.11978 0.2676
H -1.87276 1.25154 0.16678 0.1418
```



Q:
This record from the OMol25 dataset describes an isolated molecule of CH2P2S3. The level of theory is wB97M-V/def2-TZVPD.

Calculated values
Highest occupied orbital energy   -0.3152 Ha
SMILES string   C1P2#S#P1SS2
HOMO-LUMO gap   8.296 eV

Structure (XYZ):
```
8
Properties=species:S:1:pos:R:3:nbo_charge:R:1
C -0.26587 0.37835 0.20028 -0.9749
P 0.29993 2.20586 0.48881 0.6299
S -1.65724 2.54665 -0.45325 -0.3497
P -2.11785 0.58583 0.18606 0.6116
S -2.16086 0.90750 2.25183 -0.1787
S -0.39788 1.90734 2.43470 -0.2056
H -0.06686 -0.06179 -0.76033 0.2395
H -0.02705 -0.31673 0.91812 0.2279
```



R:
This record from the OMol25 dataset describes an isolated molecule of CH2P2S3. The level of theory is wB97M-V/def2-TZVPD.

Calculated values
Highest occupied orbital energy   -0.3351 Ha
HOMO-LUMO gap   7.120 eV

Structure (XYZ):
```
8
Properties=species:S:1:pos:R:3:nbo_charge:R:1
C -0.73453 0.28211 -0.00911 -1.1113
P 1.12126 0.69245 0.17559 0.9316
P -1.10874 -0.98904 -1.28841 0.6808
S 1.93628 -0.42080 1.50964 -0.3426
S 1.62089 2.35513 -0.58968 -0.3476
S -0.55849 -2.73810 -0.47797 -0.3523
H -0.97216 -0.25627 0.91683 0.2925
H -1.30451 1.07451 -0.23688 0.2488
```



Q: Which of them is the least stable? A: P.



P:
This record from the OMol25 dataset describes a 2-piece molecular cluster, CH6FN4 overall. The level of theory is wB97M-V/def2-TZVPD.

Calculated values
Highest occupied orbital energy (spin up / spin down)   -0.5067 / -0.5080 Ha
Total charge   +1
HOMO-LUMO gap (spin up / spin down)   6.591 / 6.651 eV

Structure (XYZ):
```
12
Properties=species:S:1:pos:R:3:nbo_charge:R:1
C 0.19740 -0.37922 -0.61037 0.3005
N 2.05707 0.68533 0.14487 -0.2745
N 0.83695 0.70382 -0.05850 0.0360
N -1.11372 -0.30498 -0.49892 -0.3353
N -1.65416 -0.29220 0.73886 -0.5611
F 0.82576 -1.71559 0.41244 -0.5646
H 0.76024 -0.72466 -1.59909 0.2898
H 2.39421 1.55344 0.47010 0.4231
H -1.65927 -0.76597 -1.34084 0.4475
H 2.71078 -0.12037 0.11756 0.4444
H -1.11457 -0.05860 1.55094 0.4044
H -2.47284 0.23512 0.81509 0.3898
```



Q:
This record from the OMol25 dataset describes a 2-piece molecular cluster, CH6FN4 overall. The level of theory is wB97M-V/def2-TZVPD.

Calculated values
Highest occupied orbital energy (spin up / spin down)   -0.4548 / -0.4550 Ha
Total charge   +1
HOMO-LUMO gap (spin up / spin down)   8.135 / 8.143 eV

Structure (XYZ):
```
12
Properties=species:S:1:pos:R:3:nbo_charge:R:1
C 0.11560 0.98846 0.53315 0.3829
N 2.33068 -0.51817 0.16864 -0.2589
N 1.39151 -0.36861 -0.52635 -0.1672
N -1.14319 0.38477 0.55836 -0.4673
N -1.28875 -0.53001 -0.55737 -0.5404
F 0.15515 1.93594 -0.42745 -0.3193
H 0.57922 1.32001 1.44777 0.2103
H 3.15195 -1.05629 -0.11969 0.3696
H -1.42702 0.00679 1.45362 0.4198
H -1.92558 -1.31484 -0.36127 0.4516
H -0.29933 -0.84341 -0.79379 0.4690
H -1.64024 -0.00463 -1.37561 0.4498
```



Q: Which of them is the least stable? A: P.



P:
This record from the OMol25 dataset describes C4H10NOS as an isolated structure. The level of theory is wB97M-V/def2-TZVPD.

Calculated values
Highest occupied orbital energy   -0.1379 Ha
Total charge   -1
HOMO-LUMO gap   5.572 eV

Structure (XYZ):
```
17
Properties=species:S:1:pos:R:3:nbo_charge:R:1
C -0.03909 2.03098 -0.79251 -0.0364
O 0.56976 2.86128 0.08499 -0.9174
C -0.46095 0.70675 -0.10163 -0.1760
C 0.74043 -0.14611 0.22790 0.0536
C 0.52781 -1.55364 0.71137 -0.6119
S -0.16206 -2.59490 -0.63090 -0.5693
N -0.94551 1.03061 1.28649 -0.8581
H -0.99430 2.49627 -1.14610 0.0970
H 0.50087 1.75381 -1.72805 0.0926
H -1.15567 0.06516 -0.63841 0.2171
H 1.31894 -0.34103 -0.92545 -0.0466
H 1.48287 0.38135 0.83815 0.2242
H -0.15501 -1.44277 1.55650 0.3023
H 1.44803 -1.97555 1.11710 0.1969
H 1.65889 -0.37433 -1.63780 0.2810
H -1.85329 1.47494 1.18424 0.3489
H -0.30032 1.83505 1.43413 0.4020
```



Q:
This record from the OMol25 dataset describes an isolated ion of composition C4H10NOS and charge -1. The level of theory is wB97M-V/def2-TZVPD.

Calculated values
Highest occupied orbital energy   -0.0939 Ha
Total charge   -1
SMILES string   [O-]CNCCCS
HOMO-LUMO gap   5.560 eV

Structure (XYZ):
```
17
Properties=species:S:1:pos:R:3:nbo_charge:R:1
O -2.09429 -0.86104 -1.93213 -0.9491
C -0.81777 -0.49341 -1.95778 0.1349
N 0.06900 -1.18354 -0.95991 -0.6977
C -0.44536 -1.03044 0.38827 -0.2266
C -0.30070 0.38890 0.89790 -0.4221
C 1.09299 0.95748 0.65040 -0.4903
S 1.44909 2.45065 1.64562 -0.1010
H -0.28527 -0.65456 -2.94117 0.0638
H -0.64330 0.60286 -1.75328 0.0476
H 0.02028 -2.17392 -1.17529 0.3384
H 0.05369 -1.70056 1.09023 0.1577
H -1.51803 -1.29564 0.45447 0.1960
H -1.01986 1.05779 0.43829 0.2163
H -0.48579 0.43281 1.97517 0.1868
H 1.87674 0.21703 0.72825 0.2162
H 1.17370 1.35925 -0.35354 0.2275
H 1.87490 1.92633 2.80449 0.1015
```



Q: Which of them is the least stable? A: P.



P:
This record from the OMol25 dataset describes a 2-piece molecular cluster, C2H2Cl2O2S overall. The level of theory is wB97M-V/def2-TZVPD.

Calculated values
Highest occupied orbital energy (spin up / spin down)   -0.3843 / -0.3642 Ha
HOMO-LUMO gap (spin up / spin down)   8.533 / 6.636 eV

Structure (XYZ):
```
9
Properties=species:S:1:pos:R:3:nbo_charge:R:1
C -0.52811 0.46819 -1.04857 -0.0740
C -1.08993 -0.71783 -1.10787 -0.2737
O 1.90825 1.64329 1.30669 -0.8351
O 1.90695 -0.77080 0.91651 -0.8524
S 1.16755 0.41474 1.27661 1.8144
Cl -2.13607 -0.90510 -2.57906 -0.0262
Cl 0.09886 -0.02260 3.11773 -0.2429
H -0.44573 1.51416 -1.27069 0.2366
H -0.88177 -1.62405 -0.61135 0.2532
```



Q:
This record from the OMol25 dataset describes a 2-piece molecular cluster, C2H2Cl2O2S overall. The level of theory is wB97M-V/def2-TZVPD.

Calculated values
Highest occupied orbital energy (spin up / spin down)   -0.3440 / -0.3241 Ha
HOMO-LUMO gap (spin up / spin down)   7.666 / 7.233 eV

Structure (XYZ):
```
9
Properties=species:S:1:pos:R:3:nbo_charge:R:1
C -0.10064 0.18144 1.06512 0.3007
C -0.62276 -0.42933 -0.17097 -0.3892
O 2.31302 -0.37533 -1.33919 -0.7306
O -0.45414 1.41777 1.35725 -0.5989
S 2.74001 -0.35809 0.07827 0.7209
Cl -1.86039 0.54914 -0.94224 -0.0399
Cl -1.04426 -2.15312 0.04938 0.0155
H 0.12597 -0.50389 -0.83173 0.2576
H -1.09681 1.67142 0.73412 0.4639
```



Q: Which of them is the least stable? A: Q.



P:
This record from the OMol25 dataset describes an isolated molecule of C9H9OP. The level of theory is wB97M-V/def2-TZVPD.

Calculated values
Highest occupied orbital energy (spin up / spin down)   -0.3282 / -0.2572 Ha
HOMO-LUMO gap (spin up / spin down)   8.065 / 6.584 eV

Structure (XYZ):
```
20
Properties=species:S:1:pos:R:3:nbo_charge:R:1
C 2.75841 -1.34365 -0.03138 -0.2184
C 3.99495 -0.71776 -0.08488 -0.1945
C 1.62466 -0.59212 -0.04132 -0.1898
C 4.17605 0.56650 -0.03651 -0.3201
C 1.73130 0.80429 0.08443 -0.2149
C 3.03339 1.30895 0.05761 0.2127
C 0.57784 1.74710 0.10529 -0.1418
C -0.78946 1.58656 -0.05144 -0.6525
C -4.13664 -0.37205 0.27636 -0.2458
O -3.10846 0.40045 -0.38854 -0.8221
P -1.56102 0.01494 -0.19431 0.8918
H 2.78604 -2.41990 -0.03158 0.2181
H 4.85422 -1.29090 -0.30966 0.2077
H 0.59613 -1.02182 0.15122 0.2228
H 5.10045 1.02741 -0.28003 0.2258
H 1.04710 2.77361 -0.12527 0.2108
H -1.30883 2.51618 0.10528 0.2452
H -4.72682 0.32526 0.88131 0.1990
H -3.50066 -1.11011 0.91585 0.1745
H -4.71428 -1.00621 -0.39410 0.1912
```



Q:
This record from the OMol25 dataset describes an isolated molecule of C9H9OP. The level of theory is wB97M-V/def2-TZVPD.

Calculated values
Highest occupied orbital energy (spin up / spin down)   -0.2537 / -0.3278 Ha
HOMO-LUMO gap (spin up / spin down)   6.506 / 8.156 eV

Structure (XYZ):
```
20
Properties=species:S:1:pos:R:3:nbo_charge:R:1
C -0.50142 3.63129 -0.05705 -0.2304
C -0.94342 3.40549 -1.35189 -0.1930
C -0.11693 2.58680 0.75267 -0.1602
C -0.95473 2.09948 -1.84218 -0.3249
C -0.20073 1.23992 0.31657 -0.2091
C -0.65920 1.09355 -0.97911 0.1854
C 0.13527 0.21611 1.26386 -0.1569
C 0.45371 -1.10009 1.10332 -0.6182
C 0.81857 -4.75435 -0.11925 -0.2436
O 0.68114 -3.50975 0.51595 -0.7924
P 0.66247 -2.08676 -0.32316 0.8786
H -0.44859 4.64091 0.32569 0.2170
H -1.28668 4.22184 -1.96970 0.2168
H 0.29622 2.78613 1.73303 0.2112
H -1.25847 1.89793 -2.85934 0.2293
H 0.15492 0.57797 2.28699 0.2028
H 0.60642 -1.67761 2.01038 0.2413
H -0.16284 -5.14853 -0.39177 0.1790
H 1.28534 -5.42835 0.59954 0.1911
H 1.43895 -4.69198 -1.01454 0.1762
```



Q: Which of them is the least stable? A: P.



P:
This record from the OMol25 dataset describes an isolated molecule of C3H5NO. The level of theory is wB97M-V/def2-TZVPD.

Calculated values
Highest occupied orbital energy (spin up / spin down)   -0.3095 / -0.3564 Ha
<S²>   2.02
Spin multiplicity   3
HOMO-LUMO gap (spin up / spin down)   9.589 / 9.058 eV

Structure (XYZ):
```
10
Properties=species:S:1:pos:R:3:nbo_charge:R:1
C -2.55722 -0.69384 -0.05969 -0.0927
C -1.77677 0.35950 0.07860 -0.0053
C 1.65380 -0.27232 -0.01040 -0.5064
N 0.23481 -0.47485 0.05891 -0.0632
O -0.50673 0.56840 -0.21495 -0.3153
H -3.50036 -0.83291 0.32299 0.1650
H -2.11867 1.29454 0.39350 0.1909
H 2.22154 -1.09648 -0.37661 0.2201
H 2.09945 0.71040 -0.54303 0.1904
H 2.19354 -0.11436 0.93239 0.2164
```



Q:
This record from the OMol25 dataset describes an isolated molecule of C3H5NO. The level of theory is wB97M-V/def2-TZVPD.

Calculated values
Highest occupied orbital energy (spin up / spin down)   -0.1917 / -0.3718 Ha
<S²>   2.01
Spin multiplicity   3
HOMO-LUMO gap (spin up / spin down)   6.265 / 7.437 eV

Structure (XYZ):
```
10
Properties=species:S:1:pos:R:3:nbo_charge:R:1
C -0.46631 0.70494 0.03164 0.2665
C -1.46092 1.72402 -0.16816 -0.4026
C 1.11841 -0.96633 0.55527 -0.2596
N -0.33557 1.24929 -1.08562 -0.2308
O 0.00884 -0.21532 1.01390 -0.4147
H -2.47207 1.45672 -0.44085 0.2410
H -1.34054 2.68809 0.30873 0.2407
H 1.32714 -1.70040 1.33335 0.1968
H 1.98905 -0.32154 0.40611 0.1812
H 0.88949 -1.47705 -0.38230 0.1817
```



Q: Which of them is the least stable? A: Q.



P:
This record from the OMol25 dataset describes a 2-piece molecular cluster, C5H6NO overall. The level of theory is wB97M-V/def2-TZVPD.

Calculated values
Highest occupied orbital energy (spin up / spin down)   -0.4810 / -0.5663 Ha
Total charge   +1
HOMO-LUMO gap (spin up / spin down)   5.518 / 10.122 eV

Structure (XYZ):
```
13
Properties=species:S:1:pos:R:3:nbo_charge:R:1
C -2.27046 -2.19291 -1.42470 -0.2045
C -1.48930 -1.68304 -0.66509 -0.0806
C 0.40456 0.55227 1.90122 -0.0807
C 0.42521 -1.51482 1.07539 0.9877
C 1.07236 0.16872 -0.48753 -0.3881
N 0.49516 -0.28327 0.86874 -0.4242
O 0.57702 -2.59602 1.38849 -0.2726
H -2.82110 -2.36346 -2.33518 0.2613
H 0.60319 1.56598 1.63729 0.2239
H 0.22794 0.17962 2.84422 0.2162
H 1.77739 1.05729 -0.35588 0.2602
H 0.30767 0.51230 -1.18169 0.2643
H 1.59631 -0.66124 -0.87418 0.2371
```



Q:
This record from the OMol25 dataset describes an isolated ion of composition C5H6NO and charge +1. The level of theory is wB97M-V/def2-TZVPD.

Calculated values
Highest occupied orbital energy (spin up / spin down)   -0.5518 / -0.5463 Ha
Total charge   +1
HOMO-LUMO gap (spin up / spin down)   7.257 / 8.406 eV

Structure (XYZ):
```
13
Properties=species:S:1:pos:R:3:nbo_charge:R:1
C 0.25718 -0.99904 -0.86289 -0.1637
C -0.76671 -1.51969 -0.00844 -0.1824
C 0.39282 1.54049 -0.23276 -0.4177
C -1.00516 -0.66033 1.03004 0.2435
C 0.85923 0.25406 -0.74344 0.0138
N 0.14549 1.60354 1.17019 0.2116
O -0.47164 0.43822 1.50800 -0.2603
H 0.66791 -1.61596 -1.62656 0.2595
H 1.14813 2.25383 -0.31807 0.2619
H -0.38233 1.91471 -0.76666 0.2506
H -1.63815 -0.91208 1.85635 0.2336
H -1.10725 -2.56791 0.10806 0.2957
H 1.90050 0.27015 -1.11382 0.2538
```



R:
This record from the OMol25 dataset describes an isolated ion of composition C5H6NO and charge +1. The level of theory is wB97M-V/def2-TZVPD.

Calculated values
Highest occupied orbital energy (spin up / spin down)   -0.5189 / -0.5189 Ha
Total charge   +1
HOMO-LUMO gap (spin up / spin down)   7.597 / 7.598 eV

Structure (XYZ):
```
13
Properties=species:S:1:pos:R:3:nbo_charge:R:1
C -0.46912 -0.60670 -0.04695 0.3913
C -1.78837 -1.15313 -0.06896 -0.5224
C 1.50169 1.24320 -0.11974 -0.3070
C 2.21548 -0.02791 0.12942 -0.2939
C 0.65705 -0.03866 0.20191 -0.0938
N -2.99771 -0.19845 -0.05222 0.2831
O -2.82611 0.93796 0.03732 -0.1599
H -2.15946 -1.56335 -1.03172 0.3040
H -2.12074 -1.56368 0.94201 0.3178
H 1.40053 2.07092 0.68467 0.2803
H 1.17815 1.70687 -1.02066 0.2713
H 2.69606 -0.54473 -0.64386 0.2641
H 2.71255 -0.26231 0.98877 0.2650
```



Q: Which of them is the least stable? A: P.